10
Properties=species:S:1:pos:R:3:forces:R:3 method="wB97M-V/def2-TZVPD" e_homo_ev=-8.691 relative_energy_ev=2.0744 spin_multiplicity=1 max_force_ev_per_a=4.5
C 0.059 0.561 -1.192 1.026 -0.175 -0.568
C -0.723 -1.010 1.092 -0.573 2.072 0.910
C 0.878 0.823 -0.139 -2.826 2.528 -2.513
H -1.531 -0.341 0.626 0.935 -1.660 0.406
H 0.833 1.895 0.224 0.437 -1.628 -0.011
S -0.117 -2.421 0.681 -0.323 -0.555 -0.322
H -0.269 -0.468 1.963 -0.470 -0.438 -0.624
H 0.013 -0.360 -1.811 0.329 0.059 1.229
H -0.567 1.270 -1.729 0.190 0.635 0.651
H 1.424 0.051 0.285 1.275 -0.837 0.844

=====

11
Properties=species:S:1:pos:R:3:forces:R:3 method="wB97M-V/def2-TZVPD" e_homo_ev="-7.881 / -8.089" relative_energy_ev=4.2441 spin_multiplicity=1 max_force_ev_per_a=4.2
H -0.738 0.035 1.943 -1.192 0.320 1.618
S 2.124 -0.796 -0.936 -1.104 0.570 -1.171
C -0.635 -0.008 -0.104 1.361 0.962 -0.387
S 2.684 -0.061 0.797 1.150 -0.222 -0.115
H -1.992 -0.267 -1.600 0.423 0.287 -0.038
H 0.866 -0.252 1.240 0.473 -0.395 0.506
C -0.200 -0.128 1.071 -0.405 -0.161 -0.292
H 2.830 -1.275 1.318 0.237 -0.086 0.828
H -2.400 1.028 -0.723 -0.675 1.348 1.115
H -1.033 1.132 -1.936 -0.218 -0.124 1.346
C -1.507 0.592 -1.070 -0.051 -2.500 -3.410

=====

11
Properties=species:S:1:pos:R:3:forces:R:3 method="wB97M-V/def2-TZVPD" e_homo_ev="-7.841 / -7.625" relative_energy_ev=4.3100 spin_multiplicity=1 max_force_ev_per_a=3.6
C -0.406 -1.014 0.643 1.791 1.094 -0.795
C 2.764 -0.330 -0.261 -1.773 2.574 1.686
H 3.251 0.568 0.236 -0.258 -1.301 -0.985
S 1.089 -0.136 -0.185 -1.202 0.361 -0.070
S -1.921 -0.855 -0.058 -0.581 1.364 -0.066
H 3.204 -1.256 -0.259 1.176 -2.013 0.096
H -1.127 1.118 -1.089 -0.805 0.705 -0.128
H -2.911 1.337 -0.484 -1.149 0.247 -1.163
H -1.635 1.478 0.610 0.244 -0.456 -0.554
C -1.925 1.001 -0.349 1.786 -1.334 1.573
H -0.383 -1.911 1.196 0.772 -1.242 0.408

=====

12
Properties=species:S:1:pos:R:3:forces:R:3 method="wB97M-V/def2-TZVPD" e_homo_ev=-8.750 relative_energy_ev=0.8011 spin_multiplicity=1 max_force_ev_per_a=2.2
H -0.258 -1.333 0.596 -0.360 0.411 -0.015
S 0.516 0.516 -0.736 0.877 -0.211 -0.103
S -2.409 1.567 -0.331 -0.376 2.088 0.084
C -0.492 -0.259 0.538 -1.483 0.220 -0.336
H 2.821 0.047 -1.081 -0.323 -0.389 0.314
H -1.370 2.275 0.180 -0.122 -0.247 -0.014
H -0.340 0.239 1.508 -0.123 -0.238 -0.251
S -2.973 -1.122 -0.571 -0.015 -0.801 0.256
C -1.944 -0.008 -0.014 1.611 -1.393 0.460
C 2.066 -0.330 -0.370 0.615 -0.920 1.270
H 1.955 -1.463 -0.409 0.128 1.423 -0.383
H 2.428 -0.127 0.689 -0.431 0.056 -1.280

=====

11
Properties=species:S:1:pos:R:3:forces:R:3 method="wB97M-V/def2-TZVPD" e_homo_ev="-7.972 / -7.558" relative_energy_ev=3.6468 spin_multiplicity=1 max_force_ev_per_a=4.0
H -2.960 0.338 -1.252 0.113 0.160 -2.679
H -0.781 0.877 -0.842 0.181 0.859 -0.925
C -0.081 -0.743 0.246 0.706 -3.827 0.920
C -0.700 0.443 0.111 -0.798 2.150 2.031
H -0.065 -1.153 1.287 0.437 0.395 -0.887
C 2.547 -0.006 -0.143 -1.150 2.057 0.412
H 2.806 -1.013 -0.195 0.879 -1.290 -0.089
H 0.119 -1.600 -0.506 -0.583 2.072 0.837
H -0.719 1.158 1.039 0.135 -1.408 -2.076
Se -3.089 0.227 0.106 -0.047 -0.349 2.659
S 2.924 1.473 0.149 0.126 -0.819 -0.203

=====

10
Properties=species:S:1:pos:R:3:forces:R:3 method="wB97M-V/def2-TZVPD" e_homo_ev=-9.230 relative_energy_ev=1.9366 spin_multiplicity=1 max_force_ev_per_a=4.2
Si -1.513 -0.319 0.118 3.990 1.246 -0.218
H 4.178 -0.205 0.331 1.962 -0.165 0.377
H -2.306 0.801 -0.441 0.140 -0.110 0.198
H 0.771 0.028 -1.533 -0.216 -1.160 -1.381
H -2.036 -1.579 -0.314 -0.185 -0.739 -0.270
H 0.634 1.262 -0.587 -0.568 -0.975 0.918
C 2.001 -0.110 0.049 -0.796 -0.997 -0.080
C 3.171 -0.345 0.237 -2.490 0.604 -0.211
C 0.636 0.121 -0.488 -1.110 2.276 0.368
H -1.143 -0.273 1.535 -0.727 0.021 0.299

=====

10
Properties=species:S:1:pos:R:3:forces:R:3 method="wB97M-V/def2-TZVPD" e_homo_ev=-9.367 relative_energy_ev=2.3536 spin_multiplicity=1 max_force_ev_per_a=6.3
H 1.729 1.588 0.048 -0.148 -0.145 0.740
H -1.709 1.261 0.590 -1.097 -0.443 -0.146
C 1.464 0.602 -0.317 -0.248 -0.494 -1.617
H -2.625 -1.142 0.868 1.065 0.770 -0.754
H 1.710 -1.715 1.079 -1.688 3.914 -2.191
H 1.862 0.474 -1.348 -0.439 0.122 0.523
C 0.100 -0.125 0.021 -0.543 -0.335 -0.041
C 1.192 -0.631 0.429 3.217 -4.358 3.146
Si -1.751 -0.146 0.034 0.640 1.030 0.611
H -1.971 -0.165 -1.405 -0.758 -0.061 -0.271

=====

14
Properties=species:S:1:pos:R:3:forces:R:3 method="wB97M-V/def2-TZVPD" e_homo_ev=-11.209 charge=+1 spin_multiplicity=1 max_force_ev_per_a=10.6
H 1.138 -0.841 1.315 -0.334 -0.868 1.383
H -1.752 -0.567 0.523 -0.151 0.110 -2.167
Al 1.263 0.045 -0.001 0.101 2.134 -3.604
Ca 1.198 -2.507 2.356 0.024 0.440 -0.408
H 0.004 -0.919 -2.149 -0.533 1.501 1.470
C -1.707 -0.671 -0.646 -0.507 -0.470 -1.195
H 2.573 -0.477 -0.786 0.086 -0.482 0.686
H -1.895 -1.822 -0.903 0.444 2.372 0.609
H -0.499 0.881 -1.863 0.551 -2.095 1.235
N 1.610 1.927 0.361 -5.439 -0.166 9.070
H -2.586 -0.092 -1.200 1.627 -1.298 1.730
C -0.301 -0.152 -1.316 -1.021 -0.479 -0.320
S 0.066 3.050 2.766 2.130 -3.056 -2.985
C 0.890 2.147 1.542 3.024 2.357 -5.503